This record from the OMol25 dataset describes C33H34MoN5O2S as an isolated structure. The level of theory is ωB97M-V/def2-TZVPD.

Last column: Mulliken spin population.
Element x y z (Å)
Mo -0.705 0.637 -1.082  2.00
C -1.709 1.722 5.794  0.00
C -1.125 1.878 4.421  0.01
C 0.345 1.797 4.315  0.00
C 0.879 1.610 3.063  0.02
C 2.247 1.984 2.485  0.00
N 3.216 1.044 1.928  0.00
C 2.808 -0.345 1.850  0.01
C 3.827 -1.279 1.215  0.00
C 4.071 -1.229 -0.297  0.00
N 2.900 -1.378 -1.120  0.00
C 2.634 -2.536 -1.661  0.00
C 1.420 -2.851 -2.395  0.01
C 1.272 -4.022 -3.039  0.00
C 0.109 -4.348 -3.841  0.00
C -0.047 -5.606 -4.638  0.00
C -0.748 -3.309 -3.959  0.00
C -0.720 -2.083 -3.239  -0.01
C -1.864 -1.249 -3.264  0.05
N -2.057 -0.117 -2.637  0.01
C -3.338 0.545 -3.044  0.00
C -4.273 0.783 -1.885  0.01
C -3.700 1.905 -1.013  0.01
N -2.535 1.589 -0.162  -0.15
C -2.603 1.849 1.061  0.09
C -1.499 1.749 2.029  -0.06
C -1.915 1.975 3.270  0.04
C -0.106 1.391 1.806  -0.11
O 1.195 1.040 -0.364  0.05
C 0.445 -1.810 -2.512  0.01
O 0.556 -0.713 -1.900  0.05
H -1.752 0.650 6.037  0.00
H -2.761 2.115 5.905  0.00
H -1.006 2.237 6.544  0.00
H 0.934 1.939 5.144  0.00
H 2.772 2.735 3.085  0.00
H 3.965 1.095 2.615  0.00
H 1.912 -0.483 1.257  0.00
H 2.602 -0.658 2.905  0.00
H 3.651 -2.272 1.493  0.00
H 4.773 -1.041 1.677  0.00
H 4.881 -1.956 -0.536  0.00
H 4.558 -0.180 -0.526  0.00
H 2.183 -0.641 -1.183  -0.01
H 3.429 -3.322 -1.569  0.00
H 2.097 -4.727 -3.052  0.00
H 0.351 -6.508 -4.173  0.00
H 0.351 -5.593 -5.685  0.00
H -1.139 -5.833 -4.656  0.00
H -1.593 -3.413 -4.621  0.00
H -2.621 -1.473 -3.993  0.00
H -3.873 0.014 -3.814  0.00
H -3.082 1.498 -3.546  -0.01
H -4.495 -0.158 -1.327  0.00
H -5.242 1.114 -2.310  0.00
H -4.464 2.414 -0.423  0.01
H -3.372 2.663 -1.715  -0.01
H -3.556 2.293 1.457  0.00
H -2.983 2.110 3.533  0.00
S -0.577 -1.100 3.101  0.01
C -1.276 -2.327 2.130  -0.03
C -1.368 -1.985 0.851  -0.01
C -0.886 -0.570 0.602  -0.13
C -0.420 -0.048 1.745  0.03
C 0.659 2.045 0.615  0.10
C 1.673 2.966 1.340  0.03
C 2.328 3.889 0.420  0.00
C 1.644 4.338 -0.740  0.00
C 0.338 3.711 -1.007  -0.02
N -0.172 2.713 -0.385  -0.02
H -1.741 -3.247 2.506  0.00
H -1.883 -2.583 0.131  0.01
H 0.944 3.630 1.829  0.00
H 3.338 4.324 0.528  0.00
H 2.094 4.957 -1.451  0.00
H -0.195 4.044 -1.920  0.00

As for the molecular weight: 660.7 g mol⁻¹. The calculation puts the LUMO energy (spin up / spin down) at -0.390 / -0.394 Ha. The multiplicity is 3. Its gap between HOMO and LUMO (spin up / spin down) is 5.550 / 5.572 eV. As for the expectation value of S²: 2.031. As for the charge: +3. Its energy above the lowest of the compared OMol25 structures with the same formula, charge and spin is 5.710 eV. The value obtained for the electronic energy is -58979.55446 eV.

---

This record from the OMol25 dataset describes C33H34N11O3Ru as an isolated structure. The level of theory is ωB97M-V/def2-TZVPD.

Last column: Mulliken spin population.
Element x y z (Å)
Ru 0.071 -0.023 -0.539  4.03
C -1.976 1.043 -2.697  0.01
N -1.034 1.768 -1.839  0.12
C -1.576 2.926 -1.126  0.02
C -1.315 2.809 0.338  -0.01
N -1.071 1.676 0.934  0.11
C -1.067 1.969 2.307  0.01
C -0.997 1.123 3.412  -0.01
C -1.060 1.695 4.668  0.00
C -1.201 3.084 4.831  0.00
C -1.322 3.929 3.744  0.00
C -1.269 3.334 2.489  0.00
N -1.422 3.843 1.202  0.00
C -2.698 0.034 -1.875  0.00
N -2.325 -0.295 -0.664  0.14
C -3.277 -1.242 -0.228  0.00
C -3.461 -1.839 1.015  0.00
C -4.518 -2.716 1.155  0.00
C -5.390 -2.988 0.088  0.00
C -5.253 -2.359 -1.129  0.00
C -4.194 -1.469 -1.248  0.01
N -3.789 -0.634 -2.284  0.00
H -2.689 1.716 -3.172  0.00
H -1.410 0.541 -3.478  0.00
H -0.227 2.003 -2.396  -0.01
H -1.170 3.857 -1.516  0.00
H -2.656 2.970 -1.260  0.00
H -0.947 0.047 3.281  0.00
H -1.025 1.063 5.549  0.00
H -1.251 3.497 5.832  0.00
H -1.485 4.995 3.872  0.00
H -1.615 4.801 0.961  0.00
H -2.813 -1.595 1.850  0.00
H -4.690 -3.193 2.113  0.00
H -6.202 -3.689 0.232  0.00
H -5.955 -2.533 -1.938  0.00
H -4.236 -0.542 -3.179  0.00
N 1.505 -0.815 2.813  0.01
C 1.840 0.431 2.333  0.01
C 2.503 1.298 3.217  0.01
C 2.865 2.545 2.794  0.00
C 2.580 2.931 1.479  0.00
C 1.956 2.027 0.679  0.04
N 1.583 0.779 1.079  0.06
C 0.704 -1.850 2.327  0.00
C 0.630 -2.986 3.134  0.00
C -0.079 -4.079 2.696  0.00
C -0.696 -4.026 1.452  0.01
C -0.594 -2.867 0.733  0.01
N 0.077 -1.768 1.156  0.13
H 1.825 -0.976 3.748  0.00
H 2.699 0.974 4.233  0.00
H 3.364 3.225 3.473  0.00
H 2.855 3.908 1.098  0.00
H 1.742 2.272 -0.350  -0.02
H 1.150 -3.005 4.087  0.00
H -0.144 -4.966 3.314  0.00
H -1.256 -4.863 1.053  0.00
H -1.072 -2.784 -0.230  0.01
C 2.875 1.010 -5.352  0.00
N 3.219 0.686 -3.954  0.00
C 4.496 0.368 -3.609  0.00
C 4.819 0.007 -2.359  0.01
C 3.762 -0.036 -1.408  0.03
N 2.522 0.349 -1.711  0.00
C 2.217 0.652 -2.999  0.00
O 1.046 0.887 -3.334  0.00
N 3.995 -0.467 -0.164  0.00
H 3.771 1.353 -5.861  0.00
H 2.126 1.791 -5.368  0.00
H 2.475 0.136 -5.863  0.00
H 5.229 0.412 -4.404  0.00
H 5.831 -0.269 -2.096  0.00
H 4.883 -0.880 0.055  0.00
H 3.200 -0.736 0.388  0.00
C 0.999 -3.381 -2.949  0.00
C 0.712 -2.272 -1.984  -0.03
O 1.507 -1.998 -1.058  0.12
O -0.387 -1.612 -2.081  0.18
H 0.587 -4.309 -2.540  0.00
H 2.073 -3.512 -3.065  0.00
H 0.520 -3.191 -3.907  0.00

As for the molecular weight: 733.8 g mol⁻¹. The calculation puts the LUMO energy (spin up / spin down) at -0.171 / -0.251 Ha. The multiplicity is 6. Its gap between HOMO and LUMO (spin up / spin down) is 8.629 / 6.452 eV. As for the expectation value of S²: 8.757. As for the charge: +2. The value obtained for the electronic energy is -59878.51730 eV.

---

This record from the OMol25 dataset describes C33H34N5O3PSSe2Zn as an isolated structure. The level of theory is ωB97M-V/def2-TZVPD.

Last column: Löwdin charge in e.
Element x y z (Å)
Zn -0.453 0.446 1.345  0.52
Se 3.552 0.462 0.888  0.13
P 2.509 -1.405 1.410  0.16
Se 0.768 -1.151 2.691  0.39
C 3.590 -2.549 2.320  -0.43
C 4.193 -3.615 1.701  -0.08
C 5.135 -4.289 2.462  -0.09
C 5.671 -3.854 3.672  -0.09
C 5.079 -2.736 4.240  -0.06
C 4.057 -2.035 3.525  -0.11
C 1.773 -2.340 -0.033  -0.43
C 0.829 -3.378 0.153  -0.10
C 0.070 -3.652 -0.984  -0.07
C 0.276 -3.039 -2.231  -0.09
C 1.395 -2.291 -2.467  -0.06
C 2.127 -1.938 -1.293  -0.12
H 3.761 -4.000 0.791  0.10
H 5.568 -5.244 2.048  0.12
H 6.338 -4.455 4.233  0.09
H 5.481 -2.332 5.179  0.11
H 3.687 -1.163 3.973  0.07
H 0.507 -3.694 1.192  0.10
H -0.825 -4.278 -0.925  0.11
H -0.345 -3.286 -3.024  0.08
H 1.676 -1.838 -3.416  0.11
H 2.919 -1.149 -1.465  0.08
C -1.601 -2.394 -6.345  -0.06
C -1.529 -1.489 -5.208  -0.31
C -2.475 -1.558 -4.274  -0.05
C -2.473 -0.897 -3.062  -0.17
C -3.553 -0.985 -1.990  -0.01
C -1.334 -0.083 -2.840  -0.03
C -0.337 0.074 -3.813  -0.25
C 0.749 1.097 -3.562  -0.03
C -0.418 -0.642 -5.000  0.00
C -1.151 0.640 -1.424  -0.61
O -0.780 -0.137 -0.541  -0.04
O -1.340 1.852 -1.332  -0.03
H -0.661 -2.296 -6.947  0.10
H -2.506 -2.307 -6.876  0.07
H -1.697 -3.439 -6.074  0.08
H -3.331 -2.151 -4.449  0.11
H -4.521 -1.204 -2.407  0.07
H -3.687 -0.023 -1.468  0.08
H -3.283 -1.669 -1.254  0.06
H 1.379 0.842 -2.667  0.10
H 0.247 2.077 -3.500  0.09
H 1.412 1.182 -4.418  0.07
H 0.438 -0.482 -5.740  0.14
N 4.591 4.855 2.289  0.09
C 3.347 5.356 2.083  -0.82
S 3.133 6.988 1.755  0.62
C 2.204 4.424 2.075  -0.26
C 1.929 3.593 3.144  0.01
C 0.971 2.575 3.014  -0.14
N 0.311 2.339 1.906  0.01
C 0.586 3.205 0.836  -0.05
C 1.461 4.272 0.922  -0.01
H 5.385 5.517 2.164  0.12
H 4.704 3.835 2.349  0.12
H 2.457 3.652 4.105  0.13
H 0.783 1.962 3.848  0.09
H 0.151 2.952 -0.136  0.10
H 1.575 4.822 0.039  0.11
C -4.781 -0.059 3.830  -0.03
N -4.564 0.723 2.625  -0.03
C -5.537 1.490 1.998  -0.04
C -5.280 2.377 1.011  0.01
C -3.913 2.308 0.541  -0.39
N -2.930 1.628 1.082  0.19
C -3.202 0.851 2.156  -0.47
O -2.314 0.217 2.696  -0.01
N -3.624 3.032 -0.524  0.19
H -5.851 -0.279 3.906  0.09
H -4.571 0.425 4.787  0.09
H -4.224 -1.031 3.803  0.11
H -6.543 1.383 2.324  0.12
H -6.006 3.087 0.555  0.13
H -4.329 3.570 -0.917  0.09
H -2.804 2.728 -1.059  0.08

As for the molecular weight: 835.0 g mol⁻¹. The calculation puts the LUMO energy at -0.008 Ha. Its gap between HOMO and LUMO is 7.160 eV. The value obtained for the electronic energy is -247604.16532 eV.

---

Among the records above, which one has the lowest molecular weight? C33H34MoN5O2S

---

Which of these has the highest molecular weight? C33H34N5O3PSSe2Zn